Computed, not measured: the molecule C7H14O2, with ωB97M-V with the def2-TZVPD basis set.

Each line ends with the natural charge from an NBO analysis.
Element x y z (Å)
C -0.564559 -0.694256 1.470224  0.377
C -1.746594 0.348785 -0.188197  0.144
C 0.691284 0.350446 -0.928387  -0.356
C -2.429841 0.310393 -1.496283  -0.690
C 2.179248 0.354542 -1.268056  -0.631
C 0.777719 -0.452136 0.788006  -0.325
C 1.628083 0.239574 1.662731  -0.318
O -1.616643 -0.783871 0.474249  -0.515
O -0.558445 -1.892767 2.165795  -0.698
H -1.413088 -1.999490 2.600735  0.480
H -0.844031 0.145387 2.126393  0.133
H -1.628613 1.283185 0.354519  0.144
H 0.342498 1.383515 -0.959033  0.197
H 0.168089 -0.252106 -1.670230  0.199
H 1.164393 -1.405835 0.423546  0.229
H -2.459874 -0.708591 -1.880765  0.226
H -1.889182 0.939528 -2.215140  0.212
H -3.455583 0.690849 -1.435596  0.218
H 2.733709 0.972152 -0.559627  0.207
H 2.331513 0.762997 -2.271437  0.209
H 2.607786 -0.650665 -1.242706  0.199
H 2.654148 -0.055124 1.823606  0.184
H 1.327983 1.113487 2.225653  0.174

Force components x, y, z for each atom (eV/Å):
C -0.889 0.152 -0.857
C -0.884 1.098 -0.588
C 1.340 -0.537 1.606
C -0.016 0.172 0.033
C -0.030 0.041 -0.122
C -1.308 -0.037 -2.356
C 1.511 0.663 0.811
O 0.443 -1.122 1.019
O 0.247 0.039 -0.052
H 0.068 0.048 -0.056
H 0.144 -0.004 -0.092
H 0.000 -0.032 0.064
H -0.173 -0.187 0.311
H -0.230 -0.154 0.421
H 0.044 -0.002 0.279
H 0.006 -0.009 0.004
H -0.094 -0.025 -0.052
H -0.009 -0.041 -0.113
H 0.021 -0.002 -0.069
H 0.052 -0.035 0.038
H -0.018 0.031 -0.034
H 0.097 -0.009 -0.162
H -0.323 -0.049 -0.032

**Frontier orbital gap (alpha / beta)**: 0.234 / 0.319 Ha
**Relative energy (zero: lowest compared OMol25 entry of this formula, charge and spin)**: 122.3 kcal/mol
**Charge**: 0
**Multiplicity**: 1